Entry 1:
The following is a DFT calculation (ωB97M-V/def2-TZVPD) of a structure of composition C30H41N5NiO4PSe.

```
! wB97M-V def2-TZVPD RIJCOSX def2/J DEFGRID3
* xyz 1 3
Ni 0.214 -1.342 -0.674
C 1.768 0.369 -3.997
C 0.347 -0.096 -4.095
C -0.432 0.396 -5.141
C -1.748 0.009 -5.253
C -2.237 -0.906 -4.341
C -1.402 -1.389 -3.346
N -0.135 -0.963 -3.192
C -1.906 -2.449 -2.426
C -3.065 -3.164 -2.703
C -3.508 -4.108 -1.799
C -2.787 -4.327 -0.643
C -1.616 -3.612 -0.447
N -1.194 -2.711 -1.332
C -0.770 -3.796 0.755
C -1.005 -4.854 1.613
C -0.203 -5.013 2.725
C 0.806 -4.103 2.937
C 0.997 -3.054 2.041
C 2.080 -2.073 2.340
N 0.219 -2.900 0.951
H 2.027 0.969 -4.869
H 2.451 -0.474 -3.923
H 1.892 0.978 -3.104
H 0.006 1.084 -5.851
H -2.378 0.396 -6.043
H -3.267 -1.222 -4.400
H -3.614 -2.997 -3.615
H -4.413 -4.669 -1.994
H -3.147 -5.027 0.094
H -1.792 -5.564 1.414
H -0.368 -5.836 3.410
H 1.449 -4.177 3.803
H 2.463 -2.229 3.348
H 1.680 -1.072 2.252
H 2.901 -2.175 1.634
C 4.767 1.295 -1.895
N 4.233 1.743 -0.615
C 4.712 2.816 0.108
C 3.959 2.906 1.219
N 3.028 1.887 1.166
C 2.061 1.634 2.227
C 3.204 1.173 0.041
Se 2.366 -0.335 -0.659
H 5.685 1.840 -2.094
H 4.052 1.484 -2.694
H 4.975 0.230 -1.860
H 5.539 3.417 -0.232
H 3.998 3.605 2.037
H 1.795 2.584 2.684
H 2.499 0.984 2.983
H 1.166 1.189 1.814
C -2.940 -0.734 2.819
C -1.748 0.167 3.130
C -0.836 -0.517 4.139
C -2.191 1.516 3.690
O -0.923 0.341 1.936
P -1.466 0.956 0.537
O -2.794 1.581 0.613
O -1.310 -0.157 -0.501
O -0.259 2.006 0.298
C -0.410 3.227 -0.481
C -1.224 4.254 0.301
C 1.009 3.739 -0.678
C -1.045 2.937 -1.841
H -3.481 -0.969 3.737
H -2.590 -1.668 2.368
H -3.621 -0.242 2.122
H -1.353 -0.583 5.098
H 0.085 0.056 4.280
H -0.585 -1.529 3.813
H -2.775 1.360 4.599
H -2.803 2.051 2.967
H -1.316 2.124 3.940
H -0.772 4.421 1.283
H -2.245 3.900 0.438
H -1.242 5.202 -0.241
H 1.471 3.986 0.283
H 0.989 4.640 -1.293
H 1.622 2.986 -1.182
H -2.065 2.570 -1.717
H -0.466 2.176 -2.376
H -1.068 3.849 -2.439
*
```

Computed properties:
E_HOMO (spin up / spin down) (eV): -10.67 / -10.66
E_LUMO (spin up / spin down) (eV): -2.95 / -3.29
Relative energy (zero: lowest compared OMol25 entry of this formula, charge and spin) (eV): 0.781
Frontier orbital gap (spin up / spin down) (eV): 7.7 / 7.4
DFT total energy (eV): -163095.6503

List of Löwdin charges in e, atom by atom: number 1, Ni, carries 0.49; number 2, C, carries -0.07; number 3, C, carries -0.30; number 4, C, carries -0.01; number 5, C, carries -0.03; number 6, C, carries 0.00; number 7, C, carries -0.20; number 8, N, carries 0.15; number 9, C, carries -0.17; number 10, C, carries 0.02; number 11, C, carries -0.01; number 12, C, carries 0.02; number 13, C, carries -0.18; number 14, N, carries 0.10; number 15, C, carries -0.19; number 16, C, carries 0.00; number 17, C, carries -0.02; number 18, C, carries -0.01; number 19, C, carries -0.29; number 20, C, carries -0.05; number 21, N, carries 0.14; number 22, H, carries 0.08; number 23, H, carries 0.08; number 24, H, carries 0.02; number 25, H, carries 0.12; number 26, H, carries 0.12; number 27, H, carries 0.11; number 28, H, carries 0.11; number 29, H, carries 0.12; number 30, H, carries 0.11; number 31, H, carries 0.11; number 32, H, carries 0.12; number 33, H, carries 0.12; number 34, H, carries 0.09; number 35, H, carries 0.03; number 36, H, carries 0.06; number 37, C, carries -0.03; number 38, N, carries -0.12; number 39, C, carries -0.02; number 40, C, carries -0.04; number 41, N, carries -0.09; number 42, C, carries -0.01; number 43, C, carries -0.61; number 44, Se, carries 0.85; number 45, H, carries 0.10; number 46, H, carries 0.08; number 47, H, carries 0.08; number 48, H, carries 0.13; number 49, H, carries 0.14; number 50, H, carries 0.11; number 51, H, carries 0.10; number 52, H, carries 0.05; number 53, C, carries -0.02; number 54, C, carries -0.61; number 55, C, carries -0.03; number 56, C, carries -0.02; number 57, O, carries -0.20; number 58, P, carries 0.30; number 59, O, carries -0.24; number 60, O, carries -0.33; number 61, O, carries -0.20; number 62, C, carries -0.61; number 63, C, carries -0.02; number 64, C, carries -0.02; number 65, C, carries -0.02; number 66, H, carries 0.09; number 67, H, carries 0.08; number 68, H, carries 0.08; number 69, H, carries 0.10; number 70, H, carries 0.08; number 71, H, carries 0.07; number 72, H, carries 0.09; number 73, H, carries 0.08; number 74, H, carries 0.09; number 75, H, carries 0.09; number 76, H, carries 0.08; number 77, H, carries 0.09; number 78, H, carries 0.08; number 79, H, carries 0.10; number 80, H, carries 0.07; number 81, H, carries 0.09; number 82, H, carries 0.08; number 83, H, carries 0.09

***

Entry 2:
The following is a DFT calculation (ωB97M-V/def2-TZVPD) of an isolated molecule of C30H41N5O4.

```
! wB97M-V def2-TZVPD RIJCOSX def2/J DEFGRID3
* xyz 0 1
C -0.811 2.437 -3.419
C -2.145 1.866 -2.954
C -2.001 1.030 -1.684
C -3.365 0.516 -1.221
N -3.288 -0.361 -0.057
C -3.105 0.407 1.169
C -2.722 -0.455 2.371
C -2.139 0.377 3.514
C -3.133 1.362 4.117
C -4.394 -1.316 0.020
C -3.928 -2.760 0.256
C -2.847 -3.188 -0.737
N -1.614 -2.494 -0.446
C -0.505 -3.125 -0.054
O -0.329 -4.329 -0.104
C 0.622 -2.194 0.426
C 1.384 -2.813 1.621
N 2.793 -2.554 1.438
C 3.438 -1.574 2.300
C 3.136 -0.120 2.026
C 3.962 0.622 1.190
C 3.684 1.949 0.917
C 2.569 2.553 1.472
C 1.747 1.826 2.316
C 2.032 0.502 2.597
C 3.023 -2.454 0.017
C 1.708 -1.952 -0.641
C 1.585 -0.460 -0.802
C 2.347 0.360 -1.720
C 3.296 -0.184 -2.587
C 4.019 0.630 -3.444
C 3.810 1.996 -3.457
C 2.853 2.534 -2.601
N 2.616 3.957 -2.609
O 3.322 4.642 -3.318
O 1.725 4.383 -1.906
C 2.124 1.736 -1.739
N 0.704 0.054 -0.028
O 0.103 -0.889 0.732
H -0.937 2.989 -4.348
H -0.407 3.116 -2.671
H -0.092 1.638 -3.588
H -2.570 1.246 -3.748
H -2.841 2.687 -2.769
H -1.530 1.634 -0.909
H -1.345 0.180 -1.881
H -4.029 1.376 -1.027
H -3.798 -0.052 -2.048
H -2.290 1.109 0.989
H -4.016 0.986 1.398
H -1.964 -1.170 2.053
H -3.591 -1.006 2.737
H -1.801 -0.306 4.299
H -1.265 0.916 3.145
H -2.696 1.861 4.979
H -4.034 0.845 4.442
H -3.415 2.124 3.394
H -4.950 -1.298 -0.921
H -5.100 -1.033 0.814
H -3.535 -2.877 1.265
H -4.793 -3.418 0.152
H -2.650 -4.261 -0.664
H -3.159 -2.953 -1.760
H -1.766 -1.498 -0.261
H 1.216 -3.896 1.580
H 1.013 -2.423 2.568
H 3.151 -1.826 3.325
H 4.516 -1.742 2.204
H 4.843 0.164 0.761
H 4.344 2.513 0.273
H 2.346 3.586 1.253
H 0.883 2.296 2.763
H 1.389 -0.053 3.265
H 3.238 -3.456 -0.369
H 3.868 -1.800 -0.199
H 1.517 -2.477 -1.579
H 3.470 -1.249 -2.594
H 4.752 0.194 -4.106
H 4.363 2.650 -4.113
H 1.391 2.165 -1.076
*
```

Computed properties:
E_HOMO (eV): -8.41
E_LUMO (eV): -0.59
Relative energy (zero: lowest compared OMol25 entry of this formula, charge and spin) (eV): 0.783
SMILES string: CCCCN(CCCC)CCCNC(=O)[C@@]12CN(Cc3ccccc3)C[C@@H]1C(c1cccc([N+](=O)[O-])c1)=NO2
Frontier orbital gap (eV): 7.8
DFT total energy (eV): -47412.9737

List of Löwdin charges in e, atom by atom: number 1, C, carries -0.11; number 2, C, carries -0.26; number 3, C, carries -0.21; number 4, C, carries -0.20; number 5, N, carries -0.20; number 6, C, carries -0.19; number 7, C, carries -0.20; number 8, C, carries -0.26; number 9, C, carries -0.11; number 10, C, carries -0.18; number 11, C, carries -0.15; number 12, C, carries -0.16; number 13, N, carries 0.09; number 14, C, carries -0.43; number 15, O, carries 0.07; number 16, C, carries -0.26; number 17, C, carries -0.06; number 18, N, carries -0.13; number 19, C, carries -0.13; number 20, C, carries -0.21; number 21, C, carries -0.05; number 22, C, carries -0.09; number 23, C, carries -0.09; number 24, C, carries -0.08; number 25, C, carries -0.06; number 26, C, carries -0.10; number 27, C, carries -0.09; number 28, C, carries -0.19; number 29, C, carries -0.14; number 30, C, carries 0.00; number 31, C, carries -0.05; number 32, C, carries 0.01; number 33, C, carries -0.15; number 34, N, carries -0.35; number 35, O, carries 0.09; number 36, O, carries 0.07; number 37, C, carries 0.03; number 38, N, carries 0.16; number 39, O, carries -0.06; number 40, H, carries 0.07; number 41, H, carries 0.06; number 42, H, carries 0.07; number 43, H, carries 0.11; number 44, H, carries 0.11; number 45, H, carries 0.10; number 46, H, carries 0.11; number 47, H, carries 0.13; number 48, H, carries 0.12; number 49, H, carries 0.12; number 50, H, carries 0.13; number 51, H, carries 0.09; number 52, H, carries 0.11; number 53, H, carries 0.11; number 54, H, carries 0.09; number 55, H, carries 0.07; number 56, H, carries 0.07; number 57, H, carries 0.07; number 58, H, carries 0.11; number 59, H, carries 0.12; number 60, H, carries 0.10; number 61, H, carries 0.11; number 62, H, carries 0.12; number 63, H, carries 0.12; number 64, H, carries 0.10; number 65, H, carries 0.13; number 66, H, carries 0.13; number 67, H, carries 0.13; number 68, H, carries 0.12; number 69, H, carries 0.11; number 70, H, carries 0.11; number 71, H, carries 0.11; number 72, H, carries 0.10; number 73, H, carries 0.11; number 74, H, carries 0.13; number 75, H, carries 0.11; number 76, H, carries 0.16; number 77, H, carries 0.12; number 78, H, carries 0.11; number 79, H, carries 0.12; number 80, H, carries 0.12

***

Entry 3:
The following is a DFT calculation (ωB97M-V/def2-TZVPD) of a structure of composition C30H41NOSeSiV.

```
! wB97M-V def2-TZVPD RIJCOSX def2/J DEFGRID3
* xyz 0 4
V -0.687 -0.926 -0.679
C 1.066 -1.786 -1.277
Si 1.812 -1.208 0.334
C 0.612 -1.958 1.650
N -0.762 -1.867 1.108
C -1.561 -3.080 1.332
C -1.983 -3.231 2.796
C -2.596 -1.915 3.326
C -2.823 -0.925 2.184
C -1.492 -0.650 1.494
C 1.755 0.674 0.523
C 1.916 1.505 -0.587
C 2.007 2.881 -0.445
C 1.900 3.460 0.811
C 1.734 2.653 1.927
C 1.680 1.276 1.781
C 3.563 -1.736 0.822
C 4.631 -0.844 0.730
C 5.920 -1.235 1.057
C 6.164 -2.532 1.486
C 5.116 -3.437 1.577
C 3.831 -3.038 1.244
H 1.028 -2.881 -1.336
H 1.619 -1.408 -2.138
H 0.687 -1.506 2.645
H 0.869 -3.011 1.779
H -0.975 -3.943 1.015
H -2.441 -3.030 0.695
H -1.121 -3.509 3.405
H -2.702 -4.048 2.861
H -1.917 -1.456 4.050
H -3.534 -2.105 3.848
H -3.227 0.016 2.559
H -3.546 -1.321 1.468
H -0.865 -0.026 2.134
H -1.705 -0.056 0.570
H 1.984 1.065 -1.577
H 2.154 3.510 -1.312
H 1.951 4.535 0.921
H 1.669 3.097 2.912
H 1.591 0.657 2.668
H 4.443 0.173 0.404
H 6.739 -0.530 0.980
H 7.167 -2.837 1.754
H 5.304 -4.452 1.904
H 3.022 -3.758 1.307
C -0.742 6.595 -1.504
C -0.932 5.112 -1.668
C -1.680 4.375 -0.765
C -1.888 3.007 -0.917
C -2.743 2.326 0.118
C -1.291 2.340 -1.994
Se -1.632 0.455 -2.324
C -0.516 3.064 -2.910
C 0.162 2.433 -4.097
C -0.363 4.434 -2.735
H -1.363 6.980 -0.696
H -1.007 7.121 -2.422
H 0.300 6.832 -1.277
H -2.142 4.876 0.079
H -3.522 3.005 0.465
H -2.135 2.048 0.984
H -3.219 1.433 -0.284
H 0.140 1.347 -4.047
H 1.204 2.755 -4.159
H -0.340 2.737 -5.018
H 0.225 4.984 -3.464
C -2.505 -4.616 -1.782
C -3.320 -3.446 -2.303
O -3.162 -2.328 -1.426
H -2.593 -5.465 -2.459
H -2.867 -4.919 -0.799
H -1.457 -4.326 -1.700
H -4.380 -3.720 -2.349
H -2.986 -3.181 -3.310
H -3.246 -1.517 -1.946
*
```

Computed properties:
E_HOMO (spin up / spin down) (eV): -6.67 / -7.51
E_LUMO (spin up / spin down) (eV): 0.54 / 0.53
Relative energy (zero: lowest compared OMol25 entry of this formula, charge and spin) (eV): 1.238
Frontier orbital gap (spin up / spin down) (eV): 7.2 / 8.0
DFT total energy (eV): -134224.1474

List of Löwdin charges in e, atom by atom: number 1, V, carries 0.36; number 2, C, carries -0.32; number 3, Si, carries 0.60; number 4, C, carries -0.19; number 5, N, carries -0.30; number 6, C, carries -0.18; number 7, C, carries -0.15; number 8, C, carries -0.17; number 9, C, carries -0.15; number 10, C, carries -0.21; number 11, C, carries -0.27; number 12, C, carries -0.09; number 13, C, carries -0.08; number 14, C, carries -0.08; number 15, C, carries -0.08; number 16, C, carries -0.11; number 17, C, carries -0.23; number 18, C, carries -0.09; number 19, C, carries -0.09; number 20, C, carries -0.10; number 21, C, carries -0.09; number 22, C, carries -0.10; number 23, H, carries 0.00; number 24, H, carries 0.00; number 25, H, carries 0.09; number 26, H, carries 0.08; number 27, H, carries 0.13; number 28, H, carries 0.09; number 29, H, carries 0.11; number 30, H, carries 0.11; number 31, H, carries 0.11; number 32, H, carries 0.11; number 33, H, carries 0.12; number 34, H, carries 0.12; number 35, H, carries 0.13; number 36, H, carries 0.04; number 37, H, carries 0.11; number 38, H, carries 0.10; number 39, H, carries 0.10; number 40, H, carries 0.10; number 41, H, carries 0.10; number 42, H, carries 0.10; number 43, H, carries 0.10; number 44, H, carries 0.10; number 45, H, carries 0.10; number 46, H, carries 0.09; number 47, C, carries -0.05; number 48, C, carries -0.28; number 49, C, carries -0.03; number 50, C, carries -0.29; number 51, C, carries -0.08; number 52, C, carries -0.47; number 53, Se, carries 0.77; number 54, C, carries -0.32; number 55, C, carries -0.08; number 56, C, carries -0.04; number 57, H, carries 0.07; number 58, H, carries 0.08; number 59, H, carries 0.08; number 60, H, carries 0.11; number 61, H, carries 0.08; number 62, H, carries 0.08; number 63, H, carries 0.04; number 64, H, carries 0.02; number 65, H, carries 0.08; number 66, H, carries 0.09; number 67, H, carries 0.12; number 68, C, carries -0.08; number 69, C, carries -0.29; number 70, O, carries -0.16; number 71, H, carries 0.08; number 72, H, carries 0.07; number 73, H, carries 0.07; number 74, H, carries 0.11; number 75, H, carries 0.12; number 76, H, carries -0.01

***

For each record above, in turn, the calculated max |F| values are 1.2; 1.3; 1.5 eV Å⁻¹.